No. 1
{"formula": "C6H72NO30", "method": "wB97M-V/def2-TZVPD", "charge": 1, "multiplicity": 1, "symbols": ["C", "O", "C", "C", "N", "H", "H", "C", "C", "O", "C", "H", "H", "H", "H", "H", "H", "H", "H", "H", "H", "H", "H", "H", "H", "O", "H", "H", "O", "H", "H", "O", "H", "H", "O", "H", "H", "O", "H", "H", "O", "H", "H", "O", "H", "H", "O", "H", "H", "O", "H", "H", "O", "H", "H", "O", "H", "H", "O", "H", "H", "O", "H", "H", "O", "H", "H", "O", "H", "H", "O", "H", "H", "O", "H", "H", "O", "H", "H", "O", "H", "H", "O", "H", "H", "O", "H", "H", "O", "H", "H", "O", "H", "H", "O", "H", "H", "O", "H", "H", "O", "H", "H", "O", "H", "H", "O", "H", "H"], "xyz": [[1.754, 3.713, -2.259], [2.263, 2.512, -1.693], [1.465, 1.765, -0.930], [1.989, 0.321, -0.697], [0.961, -0.590, -0.157], [0.170, -0.641, -0.933], [1.524, -1.424, -0.326], [0.342, -0.314, 1.215], [-0.840, -1.269, 1.500], [-1.250, -1.245, 2.801], [-1.953, -2.384, 3.186], [1.168, 4.200, -1.531], [0.953, 3.509, -3.069], [2.478, 4.429, -2.680], [0.403, 1.821, -1.129], [1.355, 2.388, -0.016], [2.778, 0.420, 0.074], [2.476, 0.188, -1.554], [0.159, 0.773, 1.213], [1.093, -0.633, 1.866], [-0.826, -2.322, 1.133], [-1.715, -1.133, 0.725], [-1.663, -3.293, 2.998], [-2.933, -2.460, 2.796], [-2.080, -2.464, 4.155], [-4.898, -5.256, 3.681], [-5.041, -4.408, 3.147], [-5.417, -5.315, 4.414], [4.654, -2.737, 0.392], [4.768, -2.613, 1.208], [3.749, -2.561, 0.207], [-1.359, -4.468, 5.778], [-1.296, -4.356, 6.605], [-0.484, -4.528, 5.241], [-5.575, -2.713, 2.731], [-6.563, -2.546, 2.915], [-5.481, -2.030, 2.203], [-1.307, -0.303, 5.393], [-1.054, -0.634, 4.402], [-0.868, -0.854, 6.052], [-5.014, -1.513, 5.116], [-4.838, -0.459, 5.195], [-4.971, -1.838, 4.242], [-0.739, -5.134, -0.223], [-0.317, -5.981, -0.184], [-0.787, -4.845, 0.709], [-0.546, 4.610, -5.261], [-0.536, 4.639, -6.151], [-0.696, 3.691, -5.273], [1.813, -2.727, -0.335], [1.605, -2.501, -1.313], [2.268, -3.718, -0.568], [5.048, 0.124, -0.741], [4.987, 0.460, -1.490], [4.746, -0.874, -0.723], [-2.142, -2.881, -1.063], [-3.021, -3.105, -1.317], [-1.811, -3.606, -0.569], [4.010, 5.724, -5.123], [4.392, 5.792, -4.268], [3.148, 5.955, -4.895], [-1.683, 2.786, -1.095], [-2.192, 1.988, -1.571], [-1.752, 3.382, -1.893], [-2.867, -4.755, 2.675], [-3.688, -4.862, 3.003], [-2.700, -5.267, 1.865], [3.341, 3.106, -4.915], [3.464, 2.780, -3.985], [3.677, 4.098, -4.886], [-2.973, 1.695, -2.450], [-2.225, 1.066, -2.260], [-3.220, 1.909, -3.442], [1.544, 6.697, -0.616], [2.466, 6.292, -0.560], [1.109, 5.979, -0.119], [-0.153, -4.936, 2.520], [0.136, -5.791, 2.473], [-1.166, -5.080, 2.413], [-3.322, -2.677, 7.210], [-2.647, -3.129, 6.585], [-3.846, -2.254, 6.656], [-1.820, 4.781, -3.447], [-1.564, 5.662, -3.505], [-1.586, 4.396, -4.327], [-1.641, 2.958, 1.754], [-2.111, 3.188, 0.984], [-2.022, 2.133, 2.219], [4.934, 3.288, -0.635], [3.989, 3.154, -0.865], [5.097, 3.164, 0.310], [1.157, -2.737, -2.961], [0.974, -3.651, -2.982], [1.453, -2.447, -3.850], [3.668, 0.631, -3.003], [4.419, 1.073, -3.443], [4.027, -0.172, -3.269], [0.583, 0.707, -3.243], [1.524, 0.451, -3.407], [0.316, 1.483, -3.743], [-1.339, -0.195, -1.495], [-0.785, -0.186, -2.274], [-1.818, -0.998, -1.492], [2.534, -0.450, 3.949], [2.871, -0.273, 4.749], [2.918, -1.124, 3.524], [1.126, 6.501, -4.327], [0.354, 6.063, -4.757], [0.941, 7.216, -4.894]], "atomic_forces_ev_per_a": [[-2.1, -0.8, -1.3], [3.2, 1.5, -3.4], [-2.7, 0.5, 4.1], [-1.2, 4.9, 5.2], [-2.0, 1.3, -3.5], [1.3, 0.3, 2.4], [-0.9, 0.5, 2.1], [-0.1, -0.8, -1.9], [-2.4, -0.5, -3.9], [0.6, 0.4, 0.8], [-1.8, 3.5, -2.2], [-0.5, 0.9, 1.1], [1.4, 0.1, 0.9], [0.1, -0.9, 0.4], [-0.4, -0.5, -1.2], [0.4, -0.9, 0.8], [-0.3, -0.3, -0.4], [1.3, -2.3, -3.4], [-0.4, -0.6, 0.5], [1.3, 0.3, 1.5], [1.9, 0.2, 0.6], [0.9, 1.2, 1.6], [3.3, -3.9, -1.9], [-1.3, 0.9, -0.9], [-0.4, 0.7, 5.2], [0.9, 1.1, -4.0], [-1.2, -1.3, 1.7], [-2.3, 0.2, 3.1], [-0.5, -1.7, -10.3], [1.7, 1.6, 10.4], [-1.2, 0.2, -0.1], [0.7, -1.5, -11.9], [1.8, 1.0, 9.9], [-2.3, 0.3, 2.1], [-3.8, -4.2, 4.0], [1.9, -1.1, 0.2], [1.8, 5.3, -4.6], [0.6, -0.8, -3.1], [-0.5, 1.2, 3.8], [0.0, -0.1, -0.4], [0.3, 4.2, 2.8], [-0.5, -4.0, -0.8], [0.3, 0.0, -1.6], [-0.7, 0.9, 0.2], [0.3, -0.8, -0.1], [0.8, -0.1, -0.3], [1.6, 0.0, 0.8], [0.4, 1.6, -5.5], [0.4, -2.6, 0.9], [2.6, -6.6, -3.3], [0.2, -0.9, 1.0], [-1.7, 3.7, 1.4], [0.4, -7.8, 11.6], [-1.1, 4.5, -10.5], [1.3, 3.1, -0.3], [0.2, 1.8, -0.6], [-1.0, -0.4, -0.3], [0.6, -1.3, 0.4], [1.7, -0.8, -1.0], [1.4, 0.3, 1.2], [-3.2, 1.0, 0.1], [1.0, 0.3, -0.5], [2.0, 4.9, 3.9], [0.2, -0.1, 1.5], [6.4, 0.2, -3.8], [-3.6, -1.8, 2.0], [-1.3, 0.1, 0.4], [0.9, 1.4, 1.6], [-0.4, 0.6, -1.3], [-0.7, -2.4, -0.5], [-3.9, -2.1, -5.7], [-1.0, -1.5, -2.2], [1.2, -1.0, 3.0], [1.9, -1.9, 0.6], [-1.4, 1.3, -0.4], [-0.5, 0.7, -0.2], [-3.5, 2.8, -0.5], [1.7, -3.6, 0.0], [2.2, 0.7, 1.5], [5.9, -4.5, 2.6], [-1.9, 1.3, 1.4], [-4.1, 3.3, -4.2], [-1.9, -3.3, 1.1], [0.7, 2.3, 0.0], [-1.5, 1.5, 2.3], [0.7, -2.3, 3.3], [-1.1, -0.2, -1.8], [0.6, 2.3, -1.5], [-0.3, 0.2, -0.5], [0.7, -0.2, 0.7], [-0.5, -0.1, -0.4], [0.6, 2.2, -0.5], [-0.5, -1.7, -0.4], [-0.3, -0.5, 0.8], [0.6, 1.9, -1.0], [-0.6, 1.4, 0.2], [0.2, -3.6, -0.4], [0.3, -1.3, -0.3], [-1.0, 1.1, -0.2], [0.7, 0.0, -0.1], [0.4, 1.6, 0.1], [0.5, 0.1, -1.1], [-1.0, -1.9, 0.0], [-4.7, 3.1, -2.6], [2.1, 0.7, 4.4], [2.5, -3.8, -1.8], [-1.2, -1.4, -0.5], [0.9, -1.2, 1.4], [1.0, 2.9, -0.7]], "lowdin_charge": [-0.057, -0.211, -0.275, -0.101, 0.026, 0.147, -0.008, 0.010, -0.206, -0.137, -0.095, 0.060, 0.105, 0.092, 0.084, 0.145, 0.146, 0.033, 0.140, 0.094, 0.114, 0.135, -0.006, 0.086, 0.041, 0.004, 0.067, 0.033, 0.073, -0.069, -0.012, 0.015, -0.091, 0.118, -0.003, 0.154, -0.019, -0.119, 0.076, 0.020, -0.087, 0.154, -0.059, -0.048, 0.050, 0.000, 0.030, 0.055, 0.079, -0.120, 0.054, 0.217, 0.006, -0.149, 0.089, -0.008, 0.057, -0.019, 0.016, 0.053, -0.018, -0.158, -0.096, 0.024, -0.029, -0.107, 0.081, -0.132, -0.002, 0.032, -0.052, 0.045, 0.173, -0.087, 0.066, 0.032, -0.034, 0.005, 0.048, -0.026, 0.045, -0.110, -0.050, 0.009, -0.025, -0.083, -0.035, 0.078, -0.066, 0.010, 0.046, -0.012, 0.046, 0.099, -0.026, 0.102, 0.042, -0.030, 0.066, 0.061, -0.019, 0.035, 0.026, 0.065, -0.012, -0.034, -0.028, 0.023, 0.029]}

---

No. 2
{"formula": "C4H10N2", "method": "wB97M-V/def2-TZVPD", "smiles": "[H]/N=C/N.C=CC", "multiplicity": 1, "symbols": ["H", "N", "C", "N", "H", "H", "H", "C", "C", "C", "H", "H", "H", "H", "H", "H"], "xyz": [[-2.665, -1.353, 1.809], [-1.801, -1.760, 1.482], [-1.595, -1.379, 0.283], [-0.481, -1.515, -0.468], [-2.462, -0.954, -0.259], [0.402, -1.714, -0.050], [-0.541, -1.381, -1.455], [2.154, 1.206, 0.549], [1.527, 1.931, -0.368], [0.326, 1.504, -1.182], [3.086, 1.485, 1.015], [1.887, 0.194, 0.835], [1.954, 2.871, -0.707], [0.586, 0.766, -1.952], [-0.097, 2.427, -1.573], [-0.500, 1.103, -0.606]], "atomic_forces_ev_per_a": [[-0.3, -0.3, 0.0], [1.3, 0.4, 0.1], [-1.9, 0.0, -0.1], [-0.1, -0.3, 0.2], [0.6, 0.2, -0.3], [0.3, -0.3, 0.1], [0.1, 0.1, -0.1], [0.3, -0.4, -0.1], [0.2, -0.6, -0.3], [-0.2, 0.6, 0.5], [0.1, 0.6, 0.0], [-0.6, 0.1, -0.1], [0.1, 0.0, 0.4], [-0.1, 0.5, 0.0], [0.0, -0.2, -0.7], [0.2, -0.3, 0.4]], "lowdin_charge": [0.021, 0.045, -0.424, 0.083, 0.118, 0.088, 0.083, -0.015, -0.228, -0.125, 0.044, 0.044, 0.088, 0.071, 0.063, 0.045]}

---

Results for orbital gap: 8.5, 10.1 (in eV, following the order of the records).
Results for DFT total energy: -70284.8112, -7289.0454 (in eV, following the order of the records).
Results for energy relative to the best compared isomer or geometry (same formula, charge and spin): 224.0, 36.3 (in kcal per mole, following the order of the records).